{
  "formula": "C20H43N2O3PtSb",
  "method": "the ωB97M-V functional and the def2-TZVPD basis",
  "species": ["Pt", "C", "N", "C", "C", "O", "C", "O", "C", "C", "O", "N", "C", "C", "H", "H", "H", "H", "H", "H", "H", "H", "H", "H", "H", "H", "H", "H", "H", "H", "C", "C", "C", "C", "Sb", "C", "C", "C", "C", "C", "C", "C", "C", "H", "H", "H", "H", "H", "H", "H", "H", "H", "H", "H", "H", "H", "H", "H", "H", "H", "H", "H", "H", "H", "H", "H", "H", "H", "H", "H"],
  "xyz": [[0.850, -0.475, -0.449], [5.739, -1.231, -0.105], [4.914, -1.051, 1.077], [5.590, -1.115, 2.360], [3.601, -0.947, 0.954], [3.038, -0.990, -0.156], [2.758, -0.870, 2.236], [1.508, -0.226, 2.063], [1.420, 1.134, 2.439], [1.486, 2.092, 1.241], [1.534, 1.658, 0.078], [1.494, 3.393, 1.475], [1.300, 4.025, 2.758], [1.628, 4.311, 0.358], [5.998, -2.282, -0.237], [5.185, -0.900, -0.979], [6.652, -0.647, -0.001], [6.635, -1.356, 2.189], [5.558, -0.155, 2.879], [5.164, -1.898, 2.989], [2.510, -1.908, 2.492], [3.303, -0.421, 3.069], [0.447, 1.247, 2.932], [2.206, 1.395, 3.156], [1.407, 3.328, 3.581], [2.031, 4.824, 2.881], [0.305, 4.472, 2.795], [1.919, 3.755, -0.530], [0.687, 4.831, 0.172], [2.399, 5.043, 0.590], [-3.316, -0.902, 1.766], [-3.488, -0.064, 0.514], [-3.399, 1.414, 0.842], [-4.786, -0.393, -0.190], [-1.696, -0.550, -0.845], [-1.364, -2.820, -1.035], [-0.199, -2.980, -1.994], [-0.929, -3.242, 0.358], [-2.591, -3.552, -1.519], [-1.688, 0.787, -2.746], [-1.370, 2.181, -2.253], [-0.542, 0.243, -3.568], [-3.020, 0.679, -3.439], [-4.049, -0.577, 2.504], [-2.324, -0.786, 2.205], [-3.505, -1.955, 1.565], [-4.153, 1.643, 1.594], [-3.611, 2.031, -0.029], [-2.424, 1.684, 1.250], [-5.603, -0.215, 0.508], [-4.839, -1.436, -0.496], [-4.958, 0.242, -1.056], [0.676, -2.378, -1.671], [-0.459, -2.709, -3.015], [0.114, -4.024, -2.005], [-0.110, -2.601, 0.718], [-0.561, -4.268, 0.327], [-1.744, -3.206, 1.077], [-2.912, -3.193, -2.495], [-3.418, -3.470, -0.816], [-2.352, -4.612, -1.625], [-0.468, 2.187, -1.638], [-2.192, 2.626, -1.695], [-1.186, 2.817, -3.120], [0.388, 0.200, -2.981], [-0.362, 0.909, -4.412], [-0.761, -0.739, -3.979], [-3.815, 1.157, -2.869], [-3.292, -0.355, -3.646], [-2.959, 1.192, -4.401]],
  "lowdin_charge": [0.77, 0.00, -0.12, -0.01, -0.40, -0.08, -0.08, -0.18, -0.09, -0.39, -0.06, -0.13, -0.01, 0.00, 0.11, 0.09, 0.11, 0.10, 0.11, 0.11, 0.16, 0.12, 0.15, 0.14, 0.09, 0.11, 0.11, 0.09, 0.11, 0.11, -0.11, -0.66, -0.11, -0.08, 1.63, -0.68, -0.10, -0.11, -0.09, -0.67, -0.11, -0.12, -0.10, 0.10, 0.08, 0.08, 0.10, 0.07, 0.07, 0.11, 0.08, 0.08, 0.05, 0.08, 0.11, 0.05, 0.11, 0.07, 0.09, 0.08, 0.11, 0.06, 0.07, 0.11, 0.06, 0.10, 0.08, 0.08, 0.08, 0.10],
  "lumo_ev": [-7.88, -7.87],
  "energy_ha": -1482.03626,
  "mol_weight_g_mol": 676.41,
  "charge": 2,
  "homo_energy_ev": [-14.52, -14.52],
  "fmax_ev_per_a": 1.8
}

***

{
  "formula": "C28H46As2BrGeNO5Pt",
  "method": "the ωB97M-V functional and the def2-TZVPD basis",
  "species": ["Pt", "C", "C", "C", "C", "O", "Ge", "O", "C", "C", "C", "C", "O", "C", "C", "C", "C", "H", "H", "H", "H", "H", "H", "H", "H", "H", "H", "H", "H", "H", "H", "H", "H", "H", "H", "H", "H", "H", "H", "H", "H", "H", "H", "H", "C", "As", "C", "C", "C", "C", "C", "C", "C", "As", "C", "C", "H", "H", "H", "H", "H", "H", "H", "H", "H", "H", "H", "H", "H", "H", "H", "H", "Br", "C", "C", "N", "C", "C", "C", "C", "O", "O", "H", "H", "H"],
  "xyz": [[-0.352, 0.471, 0.308], [-0.429, -4.620, -2.078], [-0.929, -3.952, -0.814], [0.003, -4.199, 0.365], [-2.348, -4.389, -0.478], [-0.902, -2.500, -1.045], [-2.273, -1.432, -0.927], [-1.457, 0.114, -1.471], [-1.815, 0.865, -2.714], [-2.837, 0.015, -3.452], [-2.404, 2.193, -2.277], [-0.565, 1.047, -3.548], [-1.962, -0.798, 0.775], [-3.033, -0.452, 1.760], [-4.351, -0.886, 1.140], [-3.027, 1.046, 1.998], [-2.734, -1.257, 3.008], [-0.445, -5.704, -1.958], [0.596, -4.320, -2.301], [-1.060, -4.364, -2.930], [0.027, -5.261, 0.606], [-0.338, -3.649, 1.245], [1.019, -3.879, 0.122], [-2.391, -5.457, -0.270], [-3.022, -4.190, -1.318], [-2.712, -3.867, 0.417], [-3.755, -0.106, -2.865], [-2.427, -0.967, -3.711], [-3.123, 0.499, -4.386], [-3.349, 2.054, -1.748], [-2.594, 2.820, -3.147], [-1.719, 2.729, -1.617], [-0.178, 0.090, -3.901], [0.210, 1.566, -2.979], [-0.805, 1.656, -4.419], [-4.601, -0.282, 0.261], [-5.159, -0.762, 1.861], [-4.329, -1.946, 0.864], [-3.087, 1.597, 1.056], [-2.130, 1.365, 2.531], [-3.888, 1.328, 2.603], [-2.961, -2.313, 2.861], [-3.325, -0.893, 3.848], [-1.678, -1.183, 3.262], [4.047, 0.853, -0.850], [2.348, 0.122, -0.361], [1.842, -0.923, -1.869], [2.561, -1.069, 1.170], [3.457, -2.108, 0.973], [3.616, -3.026, 2.008], [2.913, -2.895, 3.194], [2.033, -1.834, 3.389], [1.865, -0.909, 2.371], [0.786, 0.660, 2.398], [-0.042, 1.012, 4.092], [2.117, 2.079, 2.405], [4.627, -0.002, -1.203], [4.551, 1.322, -0.007], [3.894, 1.567, -1.653], [2.592, -1.713, -1.950], [1.878, -0.280, -2.747], [0.853, -1.358, -1.737], [4.019, -2.233, 0.055], [4.302, -3.853, 1.875], [3.057, -3.623, 3.982], [1.504, -1.735, 4.328], [-0.745, 0.246, 4.394], [-0.547, 1.974, 4.020], [0.781, 1.084, 4.805], [2.873, 1.778, 3.129], [1.634, 2.998, 2.735], [2.597, 2.280, 1.449], [4.000, 5.777, -3.594], [2.787, 5.524, -2.195], [2.290, 6.620, -1.481], [1.429, 6.511, -0.471], [1.003, 5.303, -0.144], [1.440, 4.147, -0.800], [2.358, 4.264, -1.851], [0.903, 2.871, -0.386], [-0.079, 2.723, 0.347], [1.480, 1.758, -0.896], [2.602, 7.624, -1.744], [0.299, 5.239, 0.678], [2.711, 3.398, -2.393]],
  "mulliken_spin": [-0.21, 0.01, 0.00, 0.03, 0.06, 0.25, 0.69, -0.01, 0.00, 0.08, 0.01, 0.01, 0.10, -0.03, 0.11, 0.00, 0.01, 0.00, 0.00, 0.00, 0.00, -0.01, 0.00, 0.00, -0.01, -0.01, -0.03, 0.00, 0.00, 0.00, 0.00, 0.00, 0.00, 0.00, 0.00, -0.01, 0.01, -0.03, 0.00, 0.00, 0.00, 0.00, 0.00, 0.00, 0.00, 0.00, 0.00, 0.00, 0.00, 0.00, 0.00, 0.00, 0.00, 0.00, 0.00, 0.00, 0.00, 0.00, 0.00, 0.00, 0.00, 0.00, 0.00, 0.00, 0.00, 0.00, 0.00, 0.00, 0.00, 0.00, 0.00, 0.00, 0.00, 0.00, 0.00, 0.00, 0.00, 0.00, 0.00, -0.01, 0.00, 0.01, 0.00, 0.00, 0.00],
  "spin_multiplicity": 2,
  "de_lowest_kcal_mol": 25.21,
  "lumo_ev": [-10.51, -10.76],
  "energy_ha": -10766.27467,
  "mol_weight_g_mol": 974.11,
  "charge": 3,
  "s_squared": 0.754,
  "homo_energy_ev": [-16.30, -16.30],
  "fmax_ev_per_a": 1.9
}

***

{
  "formula": "C4H7NSSi",
  "method": "the ωB97M-V functional and the def2-TZVPD basis",
  "species": ["C", "C", "C", "C", "N", "Si", "S", "H", "H", "H", "H", "H", "H", "H"],
  "xyz": [[0.020, 0.343, -0.068], [0.713, 0.479, -1.085], [-0.820, -0.111, 1.006], [1.436, 0.629, -2.345], [-1.658, 0.673, 1.601], [-0.529, -1.850, 1.660], [-1.950, 2.277, 1.373], [-0.756, 2.536, 0.764], [1.602, -0.383, -2.936], [0.933, 1.302, -3.140], [2.485, 1.157, -2.225], [-0.408, -1.989, 3.104], [0.749, -2.374, 0.913], [-1.818, -2.689, 1.378]],
  "lowdin_charge": [-0.11, -0.08, -0.60, -0.14, -0.47, 0.67, 0.75, -0.13, 0.11, 0.09, 0.11, -0.10, -0.04, -0.06],
  "de_lowest_kcal_mol": 51.89,
  "lumo_ev": 0.02,
  "energy_ha": -898.91235,
  "mol_weight_g_mol": 129.26,
  "homo_energy_ev": -8.62,
  "fmax_ev_per_a": 3.5,
  "smiles": "CC#C/C([SiH3])=N\\S"
}

***

{
  "formula": "C20H29N3O4",
  "method": "the ωB97M-V functional and the def2-TZVPD basis",
  "species": ["C", "C", "C", "H", "H", "C", "C", "O", "N", "C", "N", "C", "H", "H", "C", "C", "C", "C", "C", "C", "C", "H", "O", "C", "H", "H", "H", "O", "C", "H", "H", "H", "H", "H", "H", "H", "N", "C", "O", "H", "H", "C", "C", "C", "H", "H", "H", "H", "H", "H", "H", "H", "H", "H", "H", "H"],
  "xyz": [[-1.005, 1.730, -1.913], [-0.690, 2.296, -0.534], [0.807, 2.452, -0.255], [0.925, 2.904, 0.731], [1.243, 3.110, -1.007], [1.595, 1.131, -0.269], [0.954, 0.130, 0.672], [0.477, 0.434, 1.743], [1.030, -1.184, 0.305], [1.358, -1.681, -0.949], [1.383, -2.887, -1.321], [1.072, -3.998, -0.464], [1.625, -4.849, -0.871], [1.402, -3.837, 0.572], [-0.433, -4.337, -0.476], [-1.235, -3.224, 0.131], [-1.208, -2.995, 1.502], [-1.830, -1.881, 2.040], [-2.512, -0.972, 1.239], [-2.622, -1.243, -0.138], [-1.957, -2.348, -0.662], [-2.021, -2.500, -1.728], [-3.301, -0.508, -1.062], [-4.282, 0.424, -0.664], [-4.986, -0.014, 0.046], [-4.810, 0.691, -1.580], [-3.839, 1.320, -0.224], [-3.072, 0.178, 1.729], [-2.676, 0.613, 3.010], [-3.087, 1.616, 3.113], [-1.587, 0.651, 3.090], [-3.089, -0.024, 3.799], [-1.764, -1.712, 3.102], [-0.692, -3.682, 2.158], [-0.742, -4.503, -1.507], [-0.574, -5.260, 0.089], [1.703, -0.719, -1.875], [1.778, 0.634, -1.690], [2.053, 1.361, -2.616], [1.888, -1.070, -2.808], [0.604, -1.840, 0.956], [3.030, 1.314, 0.320], [3.910, 2.354, -0.384], [3.935, 3.704, 0.324], [4.289, 3.592, 1.347], [2.949, 4.158, 0.350], [4.608, 4.382, -0.195], [4.932, 1.969, -0.421], [3.579, 2.485, -1.414], [3.521, 0.338, 0.281], [2.917, 1.584, 1.373], [-1.139, 3.289, -0.449], [-1.143, 1.667, 0.234], [-2.067, 1.825, -2.126], [-0.449, 2.260, -2.682], [-0.755, 0.672, -1.973]],
  "lowdin_charge": [-0.08, -0.21, -0.12, 0.12, 0.12, -0.27, -0.40, 0.10, 0.23, -0.37, 0.10, -0.22, 0.11, 0.11, -0.13, -0.26, -0.07, -0.01, -0.20, -0.19, 0.04, 0.13, -0.08, -0.07, 0.10, 0.10, 0.09, -0.11, -0.07, 0.10, 0.08, 0.09, 0.11, 0.12, 0.11, 0.12, 0.20, -0.43, 0.09, 0.17, 0.12, -0.11, -0.23, -0.10, 0.07, 0.06, 0.07, 0.11, 0.10, 0.13, 0.13, 0.11, 0.09, 0.07, 0.08, 0.07],
  "de_lowest_kcal_mol": 26.59,
  "lumo_ev": 0.77,
  "energy_ha": -1244.77043,
  "mol_weight_g_mol": 375.47,
  "homo_energy_ev": -8.19,
  "fmax_ev_per_a": 0.6,
  "smiles": "CCCC1(CCC)C(=O)NC(=NCCc2ccc(OC)c(OC)c2)NC1=O"
}

***

{
  "formula": "C4H13NO",
  "method": "the ωB97M-V functional and the def2-TZVPD basis",
  "species": ["C", "C", "C", "N", "C", "H", "H", "H", "H", "H", "H", "H", "H", "H", "H", "H", "H", "H", "O"],
  "xyz": [[-1.028, 1.712, -0.916], [-0.456, 1.682, 0.491], [-0.252, 0.299, 1.122], [0.945, -0.437, 0.636], [1.186, -1.689, 1.396], [-2.055, 1.346, -1.019], [-1.071, 2.749, -1.244], [-0.429, 1.106, -1.584], [0.594, 2.026, 0.498], [-0.947, 2.310, 1.235], [-0.224, 0.494, 2.202], [-1.128, -0.356, 0.911], [0.521, -0.667, -0.284], [2.166, -1.477, 1.909], [0.458, -1.735, 2.214], [1.096, -2.612, 0.815], [-0.362, -1.798, -3.350], [0.908, -1.240, -2.619], [0.080, -1.714, -2.412]],
  "mulliken_spin": [0.48, -0.12, 0.14, 0.08, 0.23, 0.01, -0.11, -0.07, -0.01, -0.01, 0.02, -0.03, -0.04, 0.01, -0.01, -0.15, -0.26, -0.31, 1.14],
  "spin_multiplicity": 2,
  "de_lowest_kcal_mol": 16.79,
  "lumo_ev": [3.82, 3.74],
  "energy_ha": -290.11573,
  "mol_weight_g_mol": 91.15,
  "charge": -1,
  "s_squared": 0.751,
  "homo_energy_ev": [0.97, -5.68],
  "fmax_ev_per_a": 2.0
}

***

{
  "formula": "C2HCl2NO3",
  "method": "the ωB97M-V functional and the def2-TZVPD basis",
  "species": ["C", "C", "N", "O", "O", "O", "Cl", "Cl", "H"],
  "xyz": [[1.570, 0.022, 0.450], [0.011, -0.250, 0.194], [-1.553, 0.630, -0.721], [2.232, 0.361, -0.458], [-1.732, 1.788, -0.502], [-2.143, -0.254, -1.219], [2.303, -0.335, 1.970], [-0.189, -1.712, -0.777], [-0.500, -0.250, 1.062]],
  "lowdin_charge": [-0.89, -0.40, -0.34, 0.05, 0.10, 0.01, 0.73, 0.72, 0.02],
  "de_lowest_kcal_mol": 70.74,
  "lumo_ev": -1.16,
  "energy_ha": -1277.48410,
  "mol_weight_g_mol": 157.94,
  "homo_energy_ev": -10.36,
  "fmax_ev_per_a": 3.5
}

***

{
  "formula": "C4H7NS2",
  "method": "the ωB97M-V functional and the def2-TZVPD basis",
  "species": ["C", "C", "C", "C", "H", "H", "H", "H", "H", "H", "H", "N", "S", "S"],
  "xyz": [[-0.743, -1.877, 0.314], [-1.202, -0.480, 0.183], [-0.546, 0.797, 1.206], [-0.065, 1.340, -0.138], [1.647, -1.858, 1.406], [-1.272, -2.226, 1.203], [-0.950, -2.395, -0.783], [-2.385, -0.496, -0.051], [0.392, 0.450, 1.706], [-1.106, 1.289, 1.913], [-0.874, 0.080, -1.724], [-0.641, 0.380, -0.861], [0.954, -2.530, 0.269], [0.570, 2.769, -0.708]],
  "lowdin_charge": [-0.60, -0.30, -0.01, -0.87, -0.07, 0.07, 0.11, 0.18, 0.10, 0.06, 0.10, 0.02, 0.64, 0.57],
  "de_lowest_kcal_mol": 63.42,
  "lumo_ev": 0.49,
  "energy_ha": -1007.63318,
  "mol_weight_g_mol": 133.24,
  "homo_energy_ev": -8.30,
  "fmax_ev_per_a": 5.3,
  "smiles": "S=C1C[C@H](CS)N1"
}

***

{
  "formula": "C4H12NO2",
  "method": "the ωB97M-V functional and the def2-TZVPD basis",
  "species": ["O", "C", "C", "C", "C", "N", "H", "H", "H", "H", "H", "H", "H", "H", "H", "H", "H", "H", "O"],
  "xyz": [[0.644, 1.454, -1.546], [1.159, 0.499, -1.042], [0.537, -0.142, 0.210], [0.299, -1.696, 0.057], [0.610, -2.379, -1.275], [-0.645, 0.720, 0.586], [2.144, 0.040, -1.234], [1.260, -0.108, 1.024], [-0.634, -2.055, 0.483], [1.090, -2.049, 0.731], [-0.247, -2.376, -1.957], [1.535, -2.028, -1.721], [0.674, -3.459, -1.112], [-1.340, 0.716, -0.155], [-0.249, 1.657, 0.668], [-1.117, 0.388, 1.424], [-1.922, 3.712, 2.369], [-1.891, 3.912, 0.928], [-1.907, 3.193, 1.561]],
  "lowdin_charge": [0.11, -0.19, -0.22, -0.17, -0.09, 0.22, 0.15, 0.15, 0.12, 0.11, 0.09, 0.07, 0.09, 0.17, 0.14, 0.17, 0.06, 0.05, -0.04],
  "de_lowest_kcal_mol": 39.86,
  "lumo_ev": -3.39,
  "energy_ha": -364.57171,
  "mol_weight_g_mol": 106.14,
  "charge": 1,
  "homo_energy_ev": -14.67,
  "fmax_ev_per_a": 1.7
}